Entry 1:
C23H23CoN6S | the ωB97M-V functional and the def2-TZVPD basis

Structure (XYZ):
```
54
Properties=species:S:1:pos:R:3
Co -3.98090 -14.88378 10.40104
C -4.48983 -12.60589 13.61122
C -4.48099 -13.94985 12.94025
C -3.36000 -14.79783 12.99056
C -3.36303 -16.07124 12.44389
C -4.53953 -16.64815 12.01022
C -5.71143 -15.87477 12.00285
C -5.62226 -14.53899 12.42606
H -3.83012 -11.95649 13.08109
H -4.16057 -12.65181 14.67182
H -5.46024 -12.16441 13.55048
H -2.45916 -14.45644 13.42031
H -2.48248 -16.69092 12.40592
H -4.57901 -17.63256 11.58758
H -6.68046 -16.24816 11.66246
H -6.59171 -13.95084 12.41789
S -4.40562 -16.00771 8.48478
C -2.81259 -16.34864 8.08698
N -2.47477 -16.99019 6.98850
N -1.34317 -17.54395 6.74223
C -0.29260 -17.89477 7.62217
C 0.94854 -17.70061 7.09068
C 2.07671 -17.97619 7.93990
C 1.72392 -18.47070 9.17448
C 0.40575 -18.71079 9.64317
C -0.62562 -18.57490 8.78019
N -1.75233 -15.85329 8.79865
N -2.02591 -15.18822 9.84632
C -0.84331 -14.71755 10.55657
C -1.08872 -13.58525 11.36080
C -0.11172 -13.05952 12.12051
C 1.11004 -13.72949 12.23918
C 1.31771 -14.92104 11.50695
C 0.34415 -15.40735 10.59340
H -1.34975 -17.90014 5.78294
H 0.97793 -17.56617 6.05402
H 3.07024 -18.00210 7.66744
H 2.43235 -18.84543 9.88267
H 0.42427 -19.13694 10.63264
H -1.67511 -18.84245 8.96099
H -2.01868 -13.09379 11.30878
H -0.20407 -12.13173 12.73359
H 1.88661 -13.35464 12.95301
H 2.22543 -15.48669 11.64583
H 0.32739 -16.39934 10.10198
N -4.62065 -12.74651 8.31651
C -4.81427 -11.39760 8.15571
C -4.90280 -10.84161 9.38218
C -4.75851 -11.95927 10.24381
N -4.56258 -13.08547 9.59158
H -4.63458 -13.47826 7.59422
H -4.91498 -10.93219 7.19663
H -4.95670 -9.83448 9.67797
H -4.93841 -11.97170 11.28485
```

Energy above the lowest of the compared OMol25 structures with the same formula, charge and spin ... 83.79 kJ/mol
LUMO (spin up / spin down) ... -7.434 / -8.539 eV
Charge ... +2
2S+1 ... 5
HOMO-LUMO gap (spin up / spin down) ... 6.7 / 6.4 eV


Entry 2:
C35H36BrN10P2Pd | the ωB97M-V functional and the def2-TZVPD basis

Structure (XYZ):
```
85
Properties=species:S:1:pos:R:3
Pd -0.32882 -0.40096 0.94749
N -2.73261 3.52055 -1.07315
C -1.45381 3.20212 -0.80590
N -1.35606 1.92755 -0.52770
C -2.63938 1.48219 -0.65926
N -3.50888 2.42289 -0.98567
C -3.06982 0.07902 -0.44666
C -4.41573 -0.19077 -0.19544
N -4.87082 -1.42151 -0.00570
C -3.94415 -2.38784 -0.02557
C -2.60770 -2.13341 -0.26281
N -2.16153 -0.89639 -0.50191
H -3.13686 4.40396 -1.32106
H -0.65046 3.92208 -0.81501
H -5.12921 0.62367 -0.15632
H -4.28533 -3.40280 0.14516
H -1.84128 -2.90253 -0.24944
C -0.31971 -2.00499 -4.88674
N -0.48291 -0.55202 -4.92806
C 0.75956 0.03278 -5.42271
N 1.95260 -0.34595 -4.67231
C 2.02613 -1.80733 -4.64280
N 0.83268 -2.46254 -4.12067
C 0.65751 -2.18583 -2.68275
P 0.44467 -0.38981 -2.25535
C -0.81467 -0.03275 -3.58998
C 1.88768 0.18839 -3.29995
H -0.20935 -2.35910 -5.91698
H -1.22268 -2.44593 -4.45850
H 0.66570 1.12189 -5.40803
H 0.89447 -0.29221 -6.45944
H 2.88328 -2.10291 -4.03430
H 2.18480 -2.15554 -5.66876
H 1.51314 -2.56126 -2.11952
H -0.20894 -2.73497 -2.30921
H -0.94826 1.05220 -3.66023
H -1.77653 -0.45516 -3.28558
H 2.81186 -0.07666 -2.77679
H 1.85924 1.28205 -3.35571
N 0.54453 -2.38814 0.51225
P 1.78334 -2.04391 1.35935
C 2.81851 -3.56345 1.74028
C 3.71250 -3.69856 2.80068
C 4.34078 -4.91101 3.05521
C 4.07760 -6.01338 2.25157
C 3.17956 -5.89547 1.19934
C 2.55094 -4.68127 0.95432
C 1.56807 -1.49587 3.11208
C 0.52681 -2.09846 3.82553
C 0.33506 -1.82563 5.16717
C 1.17821 -0.93564 5.83175
C 2.20812 -0.32654 5.13362
C 2.40609 -0.61164 3.78416
C 3.10328 -0.87128 0.75478
C 4.43076 -1.25906 0.57458
C 5.38283 -0.36841 0.08734
C 5.02102 0.92959 -0.23979
C 3.69667 1.32382 -0.08635
C 2.75258 0.43204 0.39955
H 3.92321 -2.84823 3.43984
H 5.03157 -4.99777 3.88607
H 4.56185 -6.96183 2.45334
H 2.96068 -6.75449 0.57523
H 1.81836 -4.57111 0.16076
H -0.12753 -2.78060 3.29361
H -0.47763 -2.30415 5.70258
H 1.02745 -0.71900 6.88307
H 2.86917 0.36921 5.63879
H 3.22341 -0.13583 3.25315
H 4.73469 -2.27040 0.81272
H 6.40935 -0.69410 -0.03495
H 5.76003 1.62520 -0.62013
H 3.39596 2.33011 -0.35773
H 1.70542 0.72177 0.49561
Br -2.85278 -0.66543 3.07816
C -1.60813 0.70077 3.46861
C -1.55553 1.20358 4.75920
C -0.64573 2.21093 5.02727
C 0.15609 2.67862 3.99679
C 0.02102 2.10749 2.74514
N -0.83727 1.11591 2.46998
H -2.20067 0.79591 5.52325
H -0.56355 2.61987 6.02642
H 0.87740 3.46942 4.15252
H 0.62091 2.44085 1.90696
```

Energy above the lowest of the compared OMol25 structures with the same formula, charge and spin ... 285.75 kJ/mol
LUMO ... 2.416 eV
Charge ... -1
HOMO-LUMO gap ... 4.8 eV


Entry 3:
C30H43F5OsP2 | the ωB97M-V functional and the def2-TZVPD basis

Structure (XYZ):
```
81
Properties=species:S:1:pos:R:3
Os -0.08087 1.29218 0.62944
C 1.34855 2.04996 1.97246
C 1.59437 2.54773 0.64478
C -0.43302 3.39855 1.36090
C 0.05264 2.52936 2.38078
C 0.44137 3.30134 0.23903
C 2.32038 1.36796 2.88328
H 3.20857 1.03790 2.33652
H 1.85089 0.51134 3.37929
H 2.64506 2.06028 3.67341
C -0.61202 2.26850 3.69550
H -0.20279 1.36441 4.15248
H -1.68746 2.12261 3.53609
H -0.47623 3.11030 4.38551
C -1.53170 4.40632 1.47261
H -1.16300 5.43765 1.35683
H -2.03676 4.33140 2.43989
H -2.26709 4.24140 0.67554
C 0.31079 4.09685 -1.02821
H 0.61528 5.14012 -0.87018
H -0.73365 4.09803 -1.36348
H 0.93340 3.67128 -1.82000
C 2.91199 2.63752 -0.06511
H 3.27084 3.67635 -0.04493
H 2.81329 2.35577 -1.11987
H 3.66564 2.00898 0.41348
C 0.97962 -3.90435 -0.75790
C 2.22443 -3.47759 -0.48133
C 3.35488 -3.41288 -1.45880
C 2.94633 -2.93968 -2.88026
C 1.88905 -1.87439 -2.96675
C 0.59178 -2.12119 -3.23372
C -0.08364 -3.45974 -3.11114
C 0.52376 -4.45505 -2.07554
H 3.84132 -4.40121 -1.54430
H 2.65776 -3.82408 -3.46431
H 4.13420 -2.74161 -1.06235
H 1.31889 -5.03859 -2.56129
H 0.26139 -4.05245 0.06231
H 2.53731 -3.34286 0.55309
H -0.28803 -5.16375 -1.83492
H -1.14170 -3.30266 -2.84649
H -0.02114 -1.34510 -3.69960
H -0.07494 -3.96609 -4.09294
H 3.86509 -2.52403 -3.33708
H 2.28040 -0.85118 -3.02467
P 0.68201 -0.84543 0.66642
P -1.31983 0.93857 -1.42833
C -0.53167 -1.57035 -0.54128
C -1.67060 -0.84515 -1.25411
H -0.95201 -2.45116 -0.06385
H 0.18748 -1.89476 -1.29535
H -1.81370 -1.27185 -2.25792
H -2.60162 -0.97034 -0.68283
C -2.89618 1.79286 -1.61054
H -2.69327 2.86716 -1.71483
H -3.50641 1.63082 -0.71723
H -3.40796 1.41310 -2.50541
C -0.37384 1.29585 -2.93215
H -0.62909 0.57910 -3.72386
H 0.70586 1.25697 -2.73119
H -0.63946 2.31195 -3.25858
C 1.01747 -1.83105 2.12077
H 1.90800 -1.45798 2.64305
H 1.17685 -2.88114 1.84377
H 0.16272 -1.78666 2.80521
C 2.27573 -0.49211 -0.15219
H 2.21038 0.36994 -0.82499
H 2.56995 -1.33195 -0.77241
H 3.06675 -0.31033 0.58441
F -3.32259 2.25869 1.29567
C -3.30814 1.00605 1.85439
C -2.27744 0.11762 1.55793
C -2.62676 -1.18140 1.95217
F -1.79952 -2.26611 1.80591
C -3.81989 -1.53909 2.59663
F -4.09311 -2.83723 2.84730
C -4.71861 -0.56341 3.01272
F -5.81053 -0.87334 3.73623
C -4.44351 0.74302 2.63778
F -5.26269 1.75351 3.00868
```

Energy above the lowest of the compared OMol25 structures with the same formula, charge and spin ... 114.57 kJ/mol
LUMO (spin up / spin down) ... -5.368 / -9.155 eV
Charge ... +2
2S+1 ... 5
HOMO-LUMO gap (spin up / spin down) ... 7.0 / 5.1 eV


Entry 4:
C4H4NO | the ωB97M-V functional and the def2-TZVPD basis

Structure (XYZ):
```
10
Properties=species:S:1:pos:R:3
C -0.63674 -0.23406 -0.06550
C -0.81854 -2.53253 0.11841
C 0.22409 -1.48407 0.07602
C -0.84709 1.17571 0.10009
N -1.84991 0.05540 -0.16160
O -1.65156 -3.23331 0.26301
H 0.80897 -1.75568 -0.81098
H 0.84316 -1.16083 0.99982
H -0.84324 1.56081 1.03024
H -0.53117 1.88827 -0.67205
```

Energy above the lowest of the compared OMol25 structures with the same formula, charge and spin ... 158.09 kJ/mol
LUMO ... -6.018 eV
Charge ... +1
HOMO-LUMO gap ... 9.5 eV


Entry 5:
C16H33N3O3P | the ωB97M-V functional and the def2-TZVPD basis

Structure (XYZ):
```
56
Properties=species:S:1:pos:R:3
C -1.79561 -0.48941 -3.14432
C -0.56505 0.21465 -3.73881
C 0.80036 -0.42399 -3.43089
C 1.05994 -0.80440 -1.97942
O 2.17769 -1.66096 -1.79774
C 3.25287 -1.61917 -2.72481
C 1.18881 0.40409 -0.99071
N -0.10466 0.71079 -0.38240
C 1.77708 1.66873 -1.61180
C 1.00338 2.79116 -1.88176
C 1.60006 3.89437 -2.46260
C 2.95153 3.85509 -2.73936
C 3.64833 2.70554 -2.41846
N 3.08395 1.63475 -1.87381
P 2.48140 -0.15356 0.30839
C 1.49869 -1.41775 1.19458
O 2.20627 1.05223 1.45827
H -2.63975 -0.43279 -3.83252
H -2.12464 0.01014 -2.22662
H -1.60170 -1.53515 -2.89296
H -0.66561 0.18477 -4.82851
H -0.56951 1.27435 -3.47563
H 0.87703 -1.32565 -4.04964
H 1.58389 0.25604 -3.78257
H 0.21165 -1.39913 -1.61675
H 4.04853 -2.22314 -2.28618
H 2.97588 -2.05559 -3.68758
H 3.63768 -0.60368 -2.85640
H 0.00935 0.86877 0.61314
H -0.78392 -0.01842 -0.54668
H -0.04820 2.78807 -1.62952
H 1.01232 4.77512 -2.69467
H 3.46423 4.70046 -3.18378
H 4.71703 2.64765 -2.60791
H 1.49450 -2.30804 0.55734
H 0.45904 -1.13161 1.39631
H 2.01576 -1.66182 2.12411
H 2.20364 1.92672 1.04730
C -2.57908 -0.35929 5.36367
C -2.96823 0.06572 3.95792
C -3.55630 -1.03846 3.07755
O -2.54802 -1.93584 2.67568
C -2.39601 -3.13241 3.44933
N -1.72401 0.50720 3.22572
H -1.71436 -1.02447 5.36187
H -2.33653 0.50533 5.98234
H -3.40904 -0.88191 5.83474
H -3.64070 0.92236 3.99647
H -3.96038 -0.59287 2.16400
H -4.37851 -1.53822 3.59298
H -3.34043 -3.41503 3.91587
H -1.62974 -3.01373 4.21692
H -2.08682 -3.91853 2.76574
H -1.11119 1.10156 3.78497
H -1.94803 0.99727 2.35689
H -1.21485 -0.34793 2.95268
```

LUMO ... -3.116 eV
Charge ... +1
HOMO-LUMO gap ... 7.1 eV


Entry 6:
C6H8O2 | the ωB97M-V functional and the def2-TZVPD basis

Structure (XYZ):
```
16
Properties=species:S:1:pos:R:3
O -0.66340 -2.01455 -0.30976
C -0.58515 -0.68407 0.04144
C -0.37609 0.15823 -1.01099
C -0.48329 1.55511 -0.88535
C -0.69343 2.03496 0.39333
C -0.80221 1.16791 1.49259
C -0.64943 -0.19468 1.35594
H -0.06314 -2.58275 0.15693
H -0.26687 -0.19367 -2.02965
H -0.30636 2.18917 -1.74400
H -1.04437 3.05130 0.61114
H -1.09310 1.51774 2.47782
H -0.74848 -0.88157 2.17841
O 2.80927 -1.38984 -0.91749
H 3.05862 -2.26982 -1.21084
H 1.90742 -1.46347 -0.59950
```

Energy above the lowest of the compared OMol25 structures with the same formula, charge and spin ... 58.24 kJ/mol
LUMO ... 0.555 eV
SMILES ... Oc1ccccc1.O
HOMO-LUMO gap ... 9.6 eV